# 1
DFT (ωB97M-V with the def2-TZVPD basis set) results for C22H66O11 as an isolated structure in a non-equilibrium geometry.

Properties
Kohn-Sham gap ... 7.9 eV
Relative energy (zero: lowest compared OMol25 entry of this formula, charge and spin) ... 22.546 eV
2S+1 ... 1
Highest occupied orbital energy ... -7.750 eV

```
99
Properties=species:S:1:pos:R:3:lowdin_charge:R:1
C 1.3997 -2.8864 -1.4649 -0.05
C 0.0326 -2.8349 -2.1726 -0.27
O 0.2172 -2.4819 -3.5210 -0.10
H 2.0182 -1.9986 -1.5965 0.06
H 1.9469 -3.7609 -1.8169 0.09
H 1.3185 -2.9193 -0.3784 0.06
H -0.6977 -2.2143 -1.6532 0.06
H -0.4791 -3.7964 -2.1310 0.12
H 0.4489 -1.5585 -3.6445 -0.10
C 0.5591 3.3963 -2.3318 -0.04
C -0.2668 2.9839 -1.1518 -0.36
O -1.4429 2.4546 -1.6227 -0.04
H 0.0214 4.1088 -2.9573 0.09
H 0.8469 2.5875 -3.0034 0.06
H 1.4713 3.8504 -1.9450 0.09
H -0.5081 3.8181 -0.4930 0.13
H 0.3265 2.2742 -0.5753 0.03
H -1.9978 2.2937 -0.8560 0.11
C 0.6082 -0.8189 3.8899 -0.08
C 1.8186 -1.3947 3.2669 -0.27
O 1.5034 -1.6174 1.9627 -0.14
H -0.3243 -1.3307 3.6521 0.10
H 0.4339 0.2040 3.5564 0.06
H 0.6693 -0.8080 4.9781 0.12
H 2.0277 -2.2989 3.8385 0.14
H 2.6911 -0.7413 3.2704 0.12
H 2.2883 -1.9259 1.5040 0.15
C -0.5883 3.3512 2.4431 -0.04
C -0.1296 1.9677 2.0548 -0.28
O -1.3473 1.1695 1.8284 -0.16
H -1.0488 3.8973 1.6198 0.06
H 0.2498 3.9797 2.7443 0.08
H -1.3130 3.3224 3.2568 0.08
H 0.4770 1.4987 2.8296 0.05
H 0.4721 2.0017 1.1465 0.07
H -1.0730 0.3200 1.4754 -0.16
C 2.2306 -0.9323 -4.1762 -0.06
C 1.1772 0.1531 -3.8598 -0.23
O -0.0585 -0.4483 -3.5326 -0.10
H 2.4214 -1.6351 -3.3651 0.06
H 3.1396 -0.3647 -4.3753 0.08
H 1.9416 -1.5027 -5.0589 0.10
H 1.1414 0.8292 -4.7140 0.14
H 1.4803 0.7562 -3.0039 0.04
H -0.6689 0.2857 -3.4317 0.10
C 2.4310 0.9927 -1.1596 -0.10
C 3.7155 0.5960 -1.8657 -0.26
O 4.7411 0.4372 -0.9006 -0.06
H 1.6087 1.1246 -1.8629 0.02
H 2.3902 1.9159 -0.5815 0.10
H 2.1601 0.1656 -0.5035 0.06
H 4.0088 1.4745 -2.4404 0.12
H 3.5557 -0.1881 -2.6057 0.07
H 5.5835 0.3155 -1.3445 0.09
C -2.4529 -0.5316 -2.2951 -0.15
C -3.1083 -1.6016 -3.0620 -0.28
O -4.3437 -1.0264 -3.3615 -0.05
H -2.9342 -0.2072 -1.3725 0.09
H -2.2438 0.3359 -2.9209 0.10
H -1.5110 -0.9195 -1.9071 0.02
H -3.1590 -2.5149 -2.4692 0.11
H -2.5874 -1.8916 -3.9744 0.13
H -4.7776 -0.7913 -2.5381 0.08
C 2.3726 0.9322 1.6101 -0.13
C 2.6713 1.8673 2.7515 -0.28
O 3.5822 2.8305 2.2319 -0.05
H 1.8665 1.4530 0.7972 0.04
H 1.6466 0.1531 1.8427 0.05
H 3.3016 0.5086 1.2284 0.11
H 3.0543 1.3848 3.6507 0.12
H 1.7929 2.3739 3.1513 0.09
H 4.3464 2.2813 2.0423 0.08
C -2.4050 -1.2748 0.4760 -0.11
C -3.7177 -2.0660 0.3843 -0.14
O -4.2942 -2.2645 1.6639 0.09
H -1.8697 -1.2209 -0.4720 0.02
H -1.7380 -1.6752 1.2395 0.10
H -2.5075 -0.2143 0.7061 0.09
H -3.3757 -2.9928 -0.0764 0.13
H -4.4933 -1.5846 -0.2113 0.12
H -4.7789 -3.0932 1.6668 0.16
C -0.4012 0.3561 -0.6207 -0.09
C 0.1230 -0.8260 0.2366 -0.18
O -0.3454 -0.5751 1.5739 -0.20
H -0.0795 0.3359 -1.6619 0.08
H -0.0598 1.3120 -0.2235 0.02
H -1.4880 0.3142 -0.6932 0.04
H 1.2048 -0.7221 0.3205 0.08
H -0.1021 -1.8406 -0.0920 0.09
H 0.3045 -0.9760 2.1557 0.00
C -2.0552 0.0479 4.1807 -0.06
C -2.6773 -0.5131 2.9198 -0.31
O -3.7586 -1.3733 3.3223 -0.07
H -1.4533 0.9040 3.8760 0.06
H -1.3844 -0.6049 4.7393 0.05
H -2.8327 0.5018 4.7952 0.09
H -1.9025 -1.0173 2.3422 0.06
H -3.0566 0.2687 2.2617 0.12
H -4.0008 -1.9103 2.5644 -0.30
```

=====

# 2
DFT (ωB97M-V with the def2-TZVPD basis set) results for a 9-piece molecular cluster, C22H67N5O9 overall in a non-equilibrium geometry.

Properties
Kohn-Sham gap ... 9.6 eV
Relative energy (zero: lowest compared OMol25 entry of this formula, charge and spin) ... 2.019 eV
2S+1 ... 1
Highest occupied orbital energy ... -8.993 eV
SMILES ... COC[C@H](C)N.COC[C@H](C)N.COC[C@H](C)N.COC[C@H](C)N.COC[C@H](C)N.CCO.O.O.O

```
103
Properties=species:S:1:pos:R:3:lowdin_charge:R:1
C 3.9515 -1.1234 -4.8948 -0.07
O 3.8468 -0.7381 -3.5172 -0.22
C 2.7648 0.1216 -3.1322 -0.20
C 2.7572 0.2159 -1.6213 -0.40
C 3.9579 1.1120 -1.1629 -0.02
N 2.8711 -1.1410 -1.0992 0.06
H 4.7031 -1.8503 -4.8437 0.07
H 4.1581 -0.2047 -5.5157 0.11
H 2.9770 -1.5542 -5.1332 0.08
H 2.8073 1.0641 -3.5583 0.08
H 1.8435 -0.2933 -3.5778 0.12
H 1.8389 0.7597 -1.3334 0.11
H 3.9547 2.1515 -1.5787 0.08
H 4.7880 0.6465 -1.5268 0.04
H 4.0114 1.0869 -0.1119 0.06
H 3.7960 -1.4814 -1.3695 0.10
H 2.8300 -1.1850 -0.0919 0.04
C -3.3067 5.8855 1.1851 -0.12
O -3.9384 4.6256 1.3370 -0.17
C -3.1584 3.7031 0.5819 -0.23
C -3.9140 2.3798 0.4113 -0.41
C -4.3256 1.7054 1.7389 -0.04
N -3.0819 1.4967 -0.3860 0.05
H -2.1846 5.8343 1.3206 0.10
H -3.8433 6.5360 1.8501 0.08
H -3.4551 6.3074 0.1615 0.09
H -2.8856 4.0785 -0.3883 0.11
H -2.3077 3.4408 1.2270 0.14
H -4.8559 2.6974 -0.0158 0.14
H -5.0157 2.2747 2.3228 0.07
H -3.4890 1.4023 2.3852 0.08
H -4.8086 0.8102 1.4357 0.05
H -2.3175 1.1045 0.1835 0.08
H -2.6834 2.1292 -1.1417 0.10
C 3.9959 -3.3094 5.4253 -0.11
O 3.5576 -2.4532 4.4094 -0.19
C 2.4247 -1.7383 4.6610 -0.26
C 2.3104 -0.5826 3.6600 -0.39
C 0.9500 0.0402 3.9174 -0.05
N 2.3538 -1.0393 2.2363 0.06
H 4.9689 -3.6777 5.2393 0.07
H 3.2768 -4.1057 5.6952 0.10
H 4.2843 -2.7371 6.3051 0.08
H 1.5398 -2.3786 4.5862 0.12
H 2.4342 -1.3323 5.7755 0.16
H 3.1504 0.0483 3.7589 0.12
H 0.1236 -0.6647 3.6699 0.09
H 0.9438 0.9338 3.3487 0.06
H 0.8516 0.2512 5.0093 0.09
H 1.4602 -1.5231 2.0396 0.05
H 3.1056 -1.6612 2.1057 0.05
C 0.5865 3.4503 -4.7892 -0.13
O 1.6288 3.0572 -3.9780 -0.18
C 1.6153 3.8407 -2.8523 -0.21
C 0.2775 3.8417 -2.0693 -0.52
C 0.3839 4.4566 -0.7240 -0.06
N -0.3373 2.5989 -2.0448 0.06
H -0.3144 3.4201 -4.2331 0.05
H 0.4372 2.7031 -5.6266 0.12
H 0.8196 4.4362 -5.2621 0.11
H 2.5064 3.5473 -2.3096 0.11
H 1.6821 4.9301 -3.0618 0.13
H -0.4049 4.5241 -2.6360 0.13
H 0.9504 5.4140 -0.7776 0.09
H 0.9494 3.7042 -0.0426 0.12
H -0.5698 4.7702 -0.2183 0.06
H -0.1107 1.9751 -2.7875 0.07
H -0.0969 2.0696 -1.1807 0.06
C -1.5379 -2.0404 1.5519 -0.07
O -0.1588 -2.4477 1.3743 -0.25
C 0.1668 -3.6122 0.6136 -0.20
C 0.6657 -4.7674 1.4308 -0.46
C -0.3566 -5.2147 2.4935 -0.06
N 1.9582 -4.4786 1.9525 0.05
H -2.0849 -2.2295 0.6106 0.09
H -1.5810 -1.0339 1.8880 0.05
H -2.0047 -2.5898 2.3967 0.09
H -0.7887 -3.9160 0.0911 0.14
H 0.8953 -3.3049 -0.1377 0.11
H 0.6888 -5.5938 0.7092 0.14
H -0.1970 -4.5882 3.3790 0.06
H -0.2644 -6.2016 2.9417 0.07
H -1.4520 -5.0258 2.3399 0.08
H 2.0213 -3.5479 2.4465 0.07
H 2.2194 -5.2284 2.6085 0.09
C -4.8220 -2.8408 -1.2452 -0.10
C -4.9141 -1.3868 -0.8952 -0.32
O -4.2334 -0.6425 -1.9278 -0.14
H -3.7629 -2.9994 -1.2840 0.05
H -5.2165 -3.1492 -2.2323 0.09
H -5.2876 -3.5010 -0.4522 0.10
H -4.3633 -1.2404 0.0303 0.09
H -5.9507 -1.0930 -0.8007 0.11
H -3.7424 0.0338 -1.3762 0.05
O 0.0170 -1.7996 -1.6198 -0.10
H -0.3978 -1.4395 -2.4329 0.03
H 1.0013 -1.6021 -1.6685 0.03
O -2.1758 -1.4755 -3.6084 -0.07
H -2.1779 -0.8583 -4.3563 0.05
H -2.9426 -1.2225 -3.0592 0.00
O 0.0619 0.4248 0.2987 -0.08
H 0.8818 0.2061 0.7356 0.00
H -0.1850 -0.4010 -0.1856 0.03
```

=====

Q: The highest highest occupied orbital energy belongs to which entry?
A: C22H66O11